No. 1
Here is one molecule with the formula C22H30N6O4 at a distorted geometry from OMol25. Energies are from the ωB97M-V functional and the def2-TZVPD basis.

Structure (ORCA input):
```
! RIJCOSX wB97M-V def2-TZVPD def2/J DEFGRID3
* xyz 0 1
C 3.713 -2.056 2.002
H 4.311 -1.827 2.882
O 2.429 -1.537 2.270
C 1.407 -1.832 1.421
C 1.545 -2.455 0.186
C 0.420 -2.738 -0.573
C -0.856 -2.426 -0.125
C -0.981 -1.774 1.100
C 0.130 -1.471 1.857
H 0.035 -0.977 2.811
H -1.962 -1.520 1.473
C -2.071 -2.772 -0.937
H -1.861 -3.623 -1.585
H -2.896 -3.042 -0.275
C -2.541 -1.605 -1.823
N -2.896 -0.451 -1.042
C -2.115 0.582 -0.636
N -2.765 1.461 0.119
C -4.018 0.966 0.222
C -4.144 -0.225 -0.476
C -5.365 -0.952 -0.532
O -5.611 -1.997 -1.106
N -6.347 -0.285 0.209
C -6.277 0.898 0.918
O -7.238 1.341 1.507
N -5.050 1.526 0.910
C -4.864 2.774 1.615
H -4.079 2.660 2.363
H -5.809 3.029 2.092
H -4.570 3.554 0.913
H -7.259 -0.728 0.227
N -0.836 0.732 -1.044
H -0.359 -0.116 -1.314
C 0.003 1.753 -0.450
C 1.098 2.153 -1.437
H 1.583 3.069 -1.101
C 2.170 1.073 -1.631
N 3.421 1.390 -0.963
C 4.451 0.437 -1.342
C 5.767 0.782 -0.648
O 5.618 0.780 0.751
C 4.644 1.724 1.130
C 3.289 1.428 0.487
H 2.595 2.224 0.760
H 2.901 0.475 0.879
H 4.567 1.668 2.217
H 4.972 2.732 0.835
H 6.531 0.039 -0.881
H 6.103 1.773 -0.988
H 4.589 0.482 -2.425
H 4.161 -0.596 -1.072
H 1.786 0.092 -1.289
H 2.404 0.981 -2.694
H 0.621 2.365 -2.394
H -0.649 2.599 -0.231
H 0.435 1.396 0.493
H -3.436 -1.918 -2.366
H -1.765 -1.324 -2.540
H 0.544 -3.234 -1.526
H 2.517 -2.737 -0.188
H 3.682 -3.140 1.854
H 4.176 -1.578 1.133
*
```

Summary:
lowest unoccupied orbital energy = 0.60 eV
gap between HOMO and LUMO = 8.320 eV
energy above the lowest of the compared OMol25 structures with the same formula, charge and spin = 70.1 kJ/mol
total energy = -1485.89482 a.u.
HOMO = -0.284 Ha

---

No. 2
Here is one molecule with the formula C14H17N3O3 from OMol25. Energies are from the ωB97M-V functional and the def2-TZVPD basis.

Structure (ORCA input):
```
! RIJCOSX wB97M-V def2-TZVPD def2/J DEFGRID3
* xyz 0 1
O -0.347 -1.118 0.149
C -0.411 0.083 -0.077
N 0.682 0.836 -0.268
N 1.948 0.287 -0.189
C 3.054 1.076 -0.235
O 2.963 2.279 -0.389
C 4.343 0.352 -0.089
C 4.509 -0.988 -0.431
C 5.744 -1.591 -0.277
C 6.819 -0.870 0.217
C 6.663 0.467 0.546
C 5.433 1.076 0.387
H 5.291 2.119 0.628
H 7.502 1.034 0.921
H 7.779 -1.349 0.338
H 5.870 -2.629 -0.548
H 3.690 -1.558 -0.843
H 1.931 -0.694 0.062
H 0.627 1.843 -0.403
C -1.660 0.952 -0.177
O -1.511 2.165 -0.283
N -2.865 0.370 -0.143
C -3.119 -1.054 -0.023
H -2.361 -1.605 -0.581
C -4.508 -1.381 -0.558
C -5.595 -0.694 0.273
C -5.096 0.661 0.791
C -4.037 1.232 -0.142
H -4.433 1.324 -1.159
H -3.710 2.222 0.182
H -4.657 0.547 1.783
H -5.922 1.367 0.875
H -6.486 -0.558 -0.342
H -5.874 -1.325 1.118
H -4.647 -2.462 -0.544
H -4.567 -1.057 -1.598
H -3.041 -1.358 1.028
*
```

Summary:
lowest unoccupied orbital energy = 0.44 eV
gap between HOMO and LUMO = 9.436 eV
energy above the lowest of the compared OMol25 structures with the same formula, charge and spin = 153.9 kJ/mol
total energy = -933.69768 a.u.
HOMO = -0.330 Ha

---

No. 3
Here is one molecule with the formula C5H7N from OMol25. Energies are from the ωB97M-V functional and the def2-TZVPD basis.

Structure (ORCA input):
```
! RIJCOSX wB97M-V def2-TZVPD def2/J DEFGRID3
* xyz 0 1
C -1.004 -1.098 0.065
C 0.096 -0.063 0.022
C 0.346 0.514 1.359
N 1.210 -0.575 0.816
C 0.244 0.680 -1.211
C 0.218 1.275 -2.260
H -0.868 -1.816 -0.746
H -1.991 -0.635 0.024
H -0.881 -1.626 1.017
H 0.840 1.442 1.616
H -0.480 0.287 2.037
H 2.081 -0.186 0.450
H 0.189 1.800 -3.189
*
```

Summary:
lowest unoccupied orbital energy = 1.09 eV
gap between HOMO and LUMO = 10.300 eV
energy above the lowest of the compared OMol25 structures with the same formula, charge and spin = 303.5 kJ/mol
total energy = -249.35763 a.u.
HOMO = -0.339 Ha

---

No. 4
Here is one molecule with the formula C3H7N3S at a distorted geometry from OMol25. Energies are from the ωB97M-V functional and the def2-TZVPD basis.

Structure (ORCA input):
```
! RIJCOSX wB97M-V def2-TZVPD def2/J DEFGRID3
* xyz 0 1
C 1.736 1.372 1.030
C 0.697 -0.589 -0.096
C -3.025 -0.477 -1.048
H 1.249 1.253 2.013
H 2.767 1.710 1.176
H 1.226 2.177 0.438
H 2.597 -0.463 0.509
H -0.125 -2.178 -0.609
H -3.409 0.526 -1.021
H -3.706 -1.301 -1.299
N 1.812 0.148 0.273
N 0.758 -1.839 -0.279
N -1.820 -0.794 -0.777
S -0.758 0.455 -0.312
*
```

Summary:
lowest unoccupied orbital energy = 0.74 eV
gap between HOMO and LUMO = 9.601 eV
energy above the lowest of the compared OMol25 structures with the same formula, charge and spin = 151.4 kJ/mol
total energy = -680.92457 a.u.
HOMO = -0.326 Ha

---

No. 5
Here is C6H8N as an isolated structure at a distorted geometry from OMol25. Energies are from the ωB97M-V functional and the def2-TZVPD basis.

Structure (ORCA input):
```
! RIJCOSX wB97M-V def2-TZVPD def2/J DEFGRID3
* xyz 1 1
C 1.425 -2.157 0.172
C 0.957 -1.953 1.478
C -1.056 1.013 -0.366
C -0.367 -0.332 -1.126
C -0.286 1.518 0.768
C 0.635 -1.027 -0.257
N 0.928 -0.626 0.984
H 2.205 -2.647 -0.295
H -1.331 1.683 -1.137
H -1.970 0.490 0.034
H -1.087 -1.016 -1.642
H 0.272 0.020 -1.962
H 0.589 2.224 0.664
H -1.003 2.196 1.369
H 0.088 0.614 1.315
*
```

Summary:
lowest unoccupied orbital energy = -6.58 eV
gap between HOMO and LUMO = 8.803 eV
energy above the lowest of the compared OMol25 structures with the same formula, charge and spin = 868.3 kJ/mol
total energy = -287.62553 a.u.
HOMO = -0.565 Ha

---

No. 6
Here is C10H10InN2O4S as an isolated structure at a distorted geometry from OMol25. Energies are from the ωB97M-V functional and the def2-TZVPD basis.

Structure (ORCA input):
```
! RIJCOSX wB97M-V def2-TZVPD def2/J DEFGRID3
* xyz 3 1
In 1.027 -0.697 0.521
C 2.611 0.863 1.629
O 3.113 1.833 1.976
C 2.117 -2.914 1.963
O 2.942 -3.204 2.715
C 2.283 -1.759 -1.424
O 3.101 -1.682 -2.219
C -0.878 -0.969 2.324
O -1.493 -0.628 3.239
C -1.578 -4.141 -0.894
H -2.518 -3.699 -0.502
H -1.387 -4.023 -1.980
C -0.598 -4.480 -0.052
H 0.440 -4.679 -0.399
H -0.726 -4.446 1.056
C -0.051 2.713 -2.370
N -0.575 2.755 -1.015
C -0.480 3.823 -0.116
C -1.017 3.380 1.060
N -1.421 2.066 0.866
C -1.073 1.649 -0.388
S -0.983 0.011 -0.976
H 0.825 2.066 -2.464
H -0.817 2.334 -3.047
H 0.224 3.716 -2.690
H -0.069 4.800 -0.376
H -1.129 3.847 2.024
H -1.889 1.463 1.541
*
```

Summary:
lowest unoccupied orbital energy (spin up / spin down) = -14.50 / -14.50 eV
gap between HOMO and LUMO (spin up / spin down) = 3.958 / 3.957 eV
energy above the lowest of the compared OMol25 structures with the same formula, charge and spin = 0.0 kJ/mol
total energy = -1384.59877 a.u.
HOMO (spin up / spin down) = -0.678 / -0.678 Ha

---

No. 7
Here is one molecule with the formula C6H10N2S at a distorted geometry from OMol25. Energies are from the ωB97M-V functional and the def2-TZVPD basis.

Structure (ORCA input):
```
! RIJCOSX wB97M-V def2-TZVPD def2/J DEFGRID3
* xyz 0 1
C 1.825 1.809 -0.175
C 1.619 0.296 0.033
C 2.223 -1.875 -0.219
C 0.452 -0.262 0.469
C -0.856 0.205 0.997
C -2.067 0.289 -0.158
H 1.704 2.248 0.769
H 1.318 2.144 -1.115
H 2.809 1.876 -0.481
H 2.789 -2.686 -0.605
H -1.193 -0.281 1.867
H -0.847 1.277 1.373
H -1.648 0.729 -1.032
H -3.031 0.839 0.200
H -3.269 -1.001 -1.183
H -2.737 -1.897 -0.070
N 2.671 -0.635 -0.349
N -2.432 -1.100 -0.694
S 0.672 -1.973 0.373
*
```

Summary:
lowest unoccupied orbital energy = 0.80 eV
gap between HOMO and LUMO = 9.697 eV
energy above the lowest of the compared OMol25 structures with the same formula, charge and spin = 73.2 kJ/mol
total energy = -742.26664 a.u.
HOMO = -0.327 Ha

---

No. 8
Here is C24H41F3O3P2STi as an isolated structure at a distorted geometry from OMol25. Energies are from the ωB97M-V functional and the def2-TZVPD basis.

Structure (ORCA input):
```
! RIJCOSX wB97M-V def2-TZVPD def2/J DEFGRID3
* xyz 1 2
Ti -0.574 1.756 -2.389
C -0.917 -2.136 2.580
C 0.294 -2.396 1.882
C 0.720 -0.816 3.492
C -0.662 -1.121 3.536
C 1.315 -1.605 2.470
C -2.223 -2.783 2.384
H -2.158 -3.599 1.661
H -2.978 -2.066 2.028
H -2.602 -3.199 3.328
C -1.659 -0.476 4.405
H -2.645 -0.934 4.286
H -1.771 0.594 4.174
H -1.379 -0.550 5.462
C 1.388 0.197 4.318
H 0.996 0.178 5.338
H 1.206 1.207 3.925
H 2.468 0.040 4.361
C 2.725 -1.552 2.053
H 3.357 -1.280 2.906
H 2.900 -0.795 1.266
H 3.066 -2.514 1.655
C 0.488 -3.311 0.741
H 1.135 -4.154 1.025
H 0.980 -2.800 -0.104
H -0.461 -3.721 0.376
C -2.516 1.199 -2.097
C -1.939 0.587 -3.288
C -1.017 -0.648 -3.328
C 0.401 -0.083 -3.447
C 0.912 0.255 -1.994
C 2.180 1.115 -2.018
C 1.909 2.626 -1.992
C 0.816 3.185 -2.925
H -1.225 -1.171 -4.267
H 0.389 0.833 -4.086
H -1.160 -1.407 -2.530
H 1.129 3.045 -3.962
H -2.773 2.282 -2.139
H -2.628 0.519 -4.133
H 0.587 4.233 -2.704
H 1.699 2.965 -0.963
H 2.770 0.828 -2.898
H 2.833 3.147 -2.260
H 1.156 -0.764 -3.891
H 1.170 -0.720 -1.521
P -3.973 -1.187 -1.803
C -5.747 -1.144 -1.463
C -2.941 -2.227 -0.749
P 3.641 0.483 -0.677
C -3.450 0.452 -1.286
C 4.939 -0.209 -1.781
C 4.373 2.083 -0.149
H -5.924 -0.501 -0.593
H -6.065 -2.181 -1.312
H -6.220 -0.720 -2.363
H -2.417 -2.965 -1.364
H -3.587 -2.731 -0.033
H -2.201 -1.621 -0.223
H 4.602 2.735 -1.009
H 5.317 1.854 0.374
H 3.692 2.585 0.553
H -3.893 0.925 -0.412
H 0.170 0.567 -1.177
H 5.914 0.031 -1.364
H 4.838 0.205 -2.788
H 4.741 -1.296 -1.758
F -0.387 4.405 1.550
C -0.020 3.149 1.863
F 1.322 3.049 1.644
F -0.237 2.942 3.188
S -0.945 1.919 0.814
O -2.338 2.023 1.156
O -0.611 2.548 -0.527
O -0.295 0.636 0.976
*
```

Summary:
lowest unoccupied orbital energy (spin up / spin down) = -4.82 / -4.82 eV
gap between HOMO and LUMO (spin up / spin down) = 4.039 / 3.931 eV
energy above the lowest of the compared OMol25 structures with the same formula, charge and spin = 755.2 kJ/mol
total energy = -3394.29672 a.u.
HOMO (spin up / spin down) = -0.326 / -0.322 Ha